A | Density functional theory data (ωB97M-V/def2-TZVPD) for an isolated ion of composition C3H7ClN5 and charge +1.

Output
- Charge: +1
- SMILES: [H]/N=C1/C/C(=N/[H])N[NH+](Cl)N1

Last column: Mulliken charge in e.
Positions of all 16 atoms, in Å:
H: 0.229 1.503 -2.847  0.25
N: 0.667 1.480 -1.942  -0.52
C: 0.438 0.546 -1.154  0.72
C: 1.263 0.240 0.029  -0.90
C: 0.526 -0.070 1.295  0.65
N: 0.842 0.363 2.398  -0.50
H: 0.294 0.174 3.145  0.19
N: -0.703 -0.520 1.122  -0.21
N: -1.185 -1.136 -0.461  -0.33
Cl: -0.060 -2.629 -0.474  0.07
N: -0.774 -0.211 -1.306  -0.05
H: 1.783 -0.639 -0.090  0.47
H: 2.124 1.107 0.062  0.25
H: -1.163 -0.969 1.888  0.26
H: -2.222 -1.406 -0.454  0.41
H: -1.212 -0.272 -2.192  0.22



B | Density functional theory data (ωB97M-V/def2-TZVPD) for a 2-piece molecular cluster, C3H7ClN5 overall.

Output
- Charge: +1

Last column: Mulliken charge in e.
Positions of all 16 atoms, in Å:
C: -1.748 -0.636 -0.639  0.27
C: -0.477 -0.906 1.212  -0.29
C: 0.043 0.876 -0.313  0.31
N: -1.415 -1.330 0.513  -0.36
N: -1.153 0.416 -1.081  0.87
N: 0.309 0.130 0.776  -0.08
N: 0.727 1.864 -0.770  -0.24
N: -1.277 1.168 -2.083  -1.48
Cl: 1.654 -3.180 1.237  -0.21
H: -2.510 -1.184 -1.226  0.38
H: -0.126 -1.498 2.153  0.45
H: 1.156 0.353 1.297  0.26
H: 0.366 2.057 -1.725  0.33
H: 1.586 2.358 -0.444  0.27
H: -2.185 1.264 -2.473  0.22
H: 1.247 -3.152 2.439  0.29



Least stable: A